No. 1
ORCA calculation (the ωB97M-V functional and the def2-TZVPD basis) on a structure of composition C18H48N2O3PtSi4.

Geometry as XYZ:
```
76
Properties=species:S:1:pos:R:3:forces:R:3
Pt 0.261 -0.188 0.326 -0.5 -0.3 0.3
C -2.230 -1.303 -1.302 0.0 0.0 0.0
O -1.743 -0.674 -0.097 0.0 0.0 -0.1
Si -2.305 -0.887 1.506 0.0 0.0 0.0
C -3.976 -0.174 1.806 0.0 0.0 0.0
C -2.295 -2.705 1.851 0.0 0.0 0.0
C -0.694 -0.006 2.039 0.2 -0.3 0.0
Si -0.921 2.055 1.767 0.2 0.3 -0.3
C 0.627 3.056 1.941 0.0 0.0 0.0
C -1.780 2.481 0.171 0.0 0.0 0.0
C -2.026 2.265 3.263 0.0 -0.1 0.0
Si 0.163 -0.579 3.680 0.0 0.1 0.1
C 1.221 -2.041 3.200 0.0 0.0 0.0
C 1.206 0.758 4.442 0.0 0.0 0.0
C -1.180 -1.076 4.877 0.0 0.0 0.0
H -3.318 -1.287 -1.273 0.0 0.0 0.0
H -1.866 -2.325 -1.370 0.0 0.0 0.0
H -1.883 -0.721 -2.151 0.0 0.0 0.0
H -4.725 -0.815 1.334 0.0 0.0 0.0
H -4.116 0.842 1.440 0.0 0.0 0.0
H -4.188 -0.189 2.878 0.0 0.0 0.0
H -2.870 -3.200 1.062 0.0 0.0 0.0
H -2.795 -2.934 2.792 0.0 0.0 0.0
H -1.299 -3.145 1.872 0.0 0.0 0.0
H 1.424 2.722 1.278 0.0 0.0 0.0
H 0.999 3.083 2.964 0.0 0.0 0.0
H 0.366 4.080 1.659 0.0 0.0 0.0
H -1.106 2.391 -0.683 0.0 0.0 0.0
H -2.078 3.533 0.231 0.0 0.0 0.0
H -2.675 1.897 -0.037 0.0 0.0 0.0
H -1.629 1.825 4.175 0.0 0.0 0.0
H -3.044 1.918 3.108 0.0 0.0 0.0
H -2.055 3.351 3.411 0.0 0.0 0.0
H 2.006 -1.765 2.494 0.0 0.0 0.0
H 0.629 -2.848 2.769 0.0 0.0 0.0
H 1.698 -2.429 4.103 0.0 0.0 0.0
H 1.948 1.160 3.757 -0.1 0.0 0.1
H 1.745 0.308 5.281 0.0 0.0 0.0
H 0.619 1.581 4.849 0.0 0.0 0.0
H -1.649 -2.027 4.631 0.0 0.0 0.0
H -1.961 -0.318 4.976 0.0 0.0 0.0
H -0.729 -1.190 5.866 0.0 0.0 0.0
C 1.873 -0.386 -2.881 0.0 0.0 0.0
N 2.227 -1.753 -2.485 0.1 0.0 0.0
C 2.975 -2.540 -3.473 0.0 0.0 0.0
C 1.689 -2.265 -1.383 -0.1 -0.1 0.0
O 0.600 -1.683 -0.922 0.2 0.2 -0.1
N 2.078 -3.407 -0.818 0.0 0.0 0.0
C 1.188 -4.154 0.068 0.0 0.0 0.0
C 3.382 -4.051 -0.995 0.0 0.0 0.0
H 2.420 -0.147 -3.788 0.0 0.0 0.0
H 2.150 0.327 -2.109 0.0 0.0 0.1
H 0.805 -0.306 -3.087 0.0 0.0 0.0
H 2.635 -2.239 -4.461 0.0 0.0 0.0
H 2.765 -3.597 -3.356 0.0 0.0 0.0
H 4.049 -2.363 -3.406 0.0 0.0 0.0
H 0.202 -3.705 0.086 0.0 0.0 0.0
H 1.605 -4.180 1.074 0.0 0.0 0.0
H 1.109 -5.177 -0.301 0.0 0.0 0.0
H 4.113 -3.360 -1.394 0.0 0.0 0.0
H 3.305 -4.930 -1.635 0.0 0.0 0.0
H 3.725 -4.370 -0.012 0.0 0.0 0.0
C 4.201 2.102 -0.300 0.0 0.0 0.0
Si 3.653 0.635 0.695 -0.1 0.0 -0.1
C 4.477 -0.930 0.110 0.0 0.0 0.0
C 4.025 0.876 2.498 0.1 0.0 0.0
O 1.990 0.553 0.428 0.1 0.1 0.1
H 5.283 2.231 -0.210 0.0 0.0 0.0
H 3.732 3.023 0.052 0.0 0.0 0.0
H 3.973 1.993 -1.362 0.0 0.0 0.0
H 5.545 -0.887 0.336 0.0 0.0 0.0
H 4.380 -1.061 -0.969 0.0 0.0 0.0
H 4.074 -1.809 0.617 0.0 0.0 0.0
H 5.110 0.942 2.610 0.0 0.0 0.0
H 3.690 0.045 3.120 0.0 0.0 0.0
H 3.607 1.805 2.890 0.1 0.0 0.0
```
Forces are in eV/Å.

Properties
E_tot = -63313.8541 eV
Energy above the lowest of the compared OMol25 structures with the same formula, charge and spin = 42.2 kJ/mol
Charge = +2
E_LUMO (spin up / spin down) = -8.65 / -8.65 eV
HOMO level (spin up / spin down) = -0.559 / -0.559 Ha



No. 2
ORCA calculation (the ωB97M-V functional and the def2-TZVPD basis) on a structure of composition C26H38Ge2N3OS5SeZn.

Geometry as XYZ:
```
77
Properties=species:S:1:pos:R:3:forces:R:3
Zn -2.777 0.436 -1.410 0.0 -0.1 0.2
C -0.645 4.813 2.020 0.0 0.0 0.0
C -1.457 3.606 2.478 0.0 0.0 0.0
Ge -0.646 1.869 2.034 0.0 0.1 0.0
C -1.969 0.499 2.510 0.0 0.0 0.0
C -1.535 -0.935 2.228 0.0 0.0 0.0
C 1.119 1.633 2.898 0.0 -0.1 0.1
C 2.022 1.466 1.910 -0.1 0.0 0.0
Ge 0.964 1.674 0.222 0.0 0.1 0.1
C 1.125 0.158 -1.017 0.1 0.0 0.0
C 2.398 -0.658 -0.780 0.0 0.0 0.0
C 1.309 3.363 -0.732 0.1 0.0 -0.1
C 2.387 3.327 -1.817 0.0 0.0 0.0
C 3.463 1.223 2.135 0.0 0.0 0.0
C 4.409 1.663 1.210 0.0 0.0 0.0
C 5.765 1.457 1.414 0.0 0.0 0.0
C 6.204 0.783 2.545 0.0 0.0 0.0
C 5.274 0.317 3.465 0.0 0.0 0.0
C 3.920 0.534 3.261 0.0 0.0 0.0
H -1.055 5.750 2.406 0.0 0.0 0.0
H -0.640 4.878 0.931 0.0 0.0 0.0
H 0.396 4.746 2.349 0.0 0.0 0.0
H -2.452 3.627 2.030 0.0 0.0 0.0
H -1.597 3.610 3.564 0.0 0.0 0.0
H -2.890 0.733 1.968 0.0 0.0 0.0
H -2.196 0.648 3.570 0.0 0.0 0.0
H -1.443 -1.102 1.154 0.0 0.0 0.0
H -2.264 -1.656 2.607 0.0 0.0 0.0
H -0.566 -1.155 2.687 0.0 0.0 0.0
H 1.421 1.640 3.948 0.0 0.0 0.0
H 1.107 0.558 -2.033 0.0 0.0 0.0
H 0.242 -0.477 -0.943 0.0 0.0 0.0
H 3.298 -0.076 -0.992 0.0 0.0 0.0
H 2.421 -1.546 -1.418 0.0 0.0 0.0
H 2.475 -0.992 0.258 0.0 0.0 0.0
H 1.510 4.145 0.003 0.0 0.0 0.0
H 0.353 3.616 -1.190 0.0 0.0 0.0
H 3.394 3.297 -1.396 0.0 0.0 0.0
H 2.332 4.212 -2.456 0.0 0.0 0.0
H 2.276 2.457 -2.468 0.0 0.0 0.0
H 4.069 2.179 0.320 0.0 0.0 0.0
H 6.479 1.818 0.684 0.0 0.0 0.0
H 7.261 0.610 2.702 0.0 0.0 0.0
H 5.605 -0.226 4.342 0.0 0.0 0.0
H 3.196 0.151 3.970 0.0 0.0 0.0
S 0.015 5.606 -5.307 0.0 0.0 0.0
C -0.670 4.405 -4.401 0.0 0.0 0.0
S -1.466 4.667 -2.900 0.0 0.0 0.0
C -1.873 3.005 -2.530 0.0 0.0 0.0
C -1.515 2.099 -3.467 0.0 0.0 0.0
S -1.776 0.366 -3.420 0.0 0.1 -0.1
S -0.679 2.746 -4.859 0.0 0.0 0.0
S -2.672 2.693 -1.002 0.0 -0.1 -0.1
C 0.233 -3.467 0.232 0.0 0.0 0.0
N -0.845 -4.042 -0.543 0.0 0.0 0.0
C -1.011 -5.475 -0.402 0.0 0.0 0.0
C -1.862 -6.043 -1.518 0.0 0.0 0.0
C -3.107 -5.193 -1.661 0.0 0.0 0.0
N -2.730 -3.816 -1.911 0.0 0.0 0.0
C -3.718 -2.986 -2.575 0.0 0.0 0.0
C -1.716 -3.216 -1.210 -0.1 0.1 0.2
O -1.569 -1.995 -1.193 0.1 0.0 -0.2
H 1.200 -3.820 -0.140 0.0 0.0 0.0
H 0.141 -3.751 1.285 0.0 0.0 0.0
H 0.202 -2.387 0.156 0.0 0.0 0.0
H -1.463 -5.705 0.572 0.0 0.0 0.0
H -0.018 -5.933 -0.409 0.0 0.0 0.0
H -2.125 -7.078 -1.296 0.0 0.0 0.0
H -1.305 -6.024 -2.457 0.0 0.0 0.0
H -3.733 -5.269 -0.762 0.0 0.0 0.0
H -3.711 -5.531 -2.505 0.0 0.0 0.0
H -4.076 -3.518 -3.458 0.0 0.0 0.0
H -3.259 -2.055 -2.895 0.0 0.0 0.0
H -4.568 -2.763 -1.926 0.0 0.0 0.0
Se -5.749 -2.321 1.289 0.0 0.0 0.0
C -4.685 -1.264 0.332 0.2 -0.1 0.1
N -3.948 -0.611 -0.287 -0.2 0.2 -0.1
```
Forces are in eV/Å.

Properties
E_tot = -315073.8409 eV
Energy above the lowest of the compared OMol25 structures with the same formula, charge and spin = 24.4 kJ/mol
Charge = -1
E_LUMO = 2.30 eV
HOMO level = -0.170 Ha



No. 3
ORCA calculation (the ωB97M-V functional and the def2-TZVPD basis) on a cluster of 2 separate species, C2H7OP in total in a non-equilibrium geometry.

Geometry as XYZ:
```
11
Properties=species:S:1:pos:R:3:forces:R:3
C -1.166 -0.479 0.667 2.7 4.7 0.2
C -0.061 0.964 -0.669 -0.4 -3.0 2.8
O -0.300 -1.442 0.843 1.8 -2.4 1.9
P 1.615 0.491 -1.092 0.4 0.5 -1.1
H -1.954 -0.589 0.037 -2.1 -1.0 -1.6
H -1.353 0.093 1.589 -0.2 0.1 -0.7
H -0.054 1.788 -0.003 0.2 0.9 0.5
H -0.548 1.185 -1.549 -1.7 0.4 -1.8
H 0.104 -1.395 1.760 -0.7 0.0 -1.9
H 1.636 -0.805 -1.738 -0.5 0.4 0.8
H 2.080 0.190 0.156 0.4 -0.7 0.9
```
Forces are in eV/Å.

Properties
E_tot = -13520.0252 eV
Energy above the lowest of the compared OMol25 structures with the same formula, charge and spin = 350.7 kJ/mol
Charge = 0
E_LUMO = 0.66 eV
HOMO level = -0.274 Ha



No. 4
ORCA calculation (the ωB97M-V functional and the def2-TZVPD basis) on a structure of composition C26H28B3BaBr14O24 in a non-equilibrium geometry.

Geometry as XYZ:
```
96
Properties=species:S:1:pos:R:3:forces:R:3
Ba -27.379 5.698 8.580 1.1 0.9 0.0
O -25.275 5.703 10.279 1.8 0.8 2.3
C -24.296 5.889 11.079 -4.4 -0.7 -2.7
O -23.125 5.987 10.656 1.7 -0.2 -1.7
B -22.141 5.823 11.735 1.3 0.7 1.4
O -22.968 5.911 12.937 -3.4 0.2 0.3
C -24.332 5.950 12.596 2.0 -0.6 1.1
O -25.304 5.936 13.298 1.1 0.2 -0.5
O -21.128 6.888 11.692 2.3 -0.9 -0.4
C -19.872 6.259 11.582 1.4 1.8 -0.2
O -18.739 6.702 11.441 -3.4 0.0 0.5
C -20.110 4.787 11.627 2.9 -4.4 -1.2
O -21.416 4.556 11.730 -0.1 -0.2 -0.3
O -19.216 3.907 11.466 -3.6 3.4 1.0
O -19.110 4.025 5.349 -2.2 0.9 1.2
C -19.980 4.377 6.136 0.5 -0.8 -0.4
O -21.286 4.635 5.921 0.6 0.0 -0.6
B -21.967 5.126 7.164 1.1 0.1 -0.2
O -20.880 5.287 8.126 0.9 -1.3 -0.7
C -19.774 4.587 7.646 3.4 1.1 3.4
O -18.731 4.364 8.314 -4.7 0.7 -2.9
O -22.942 4.112 7.585 -3.3 -0.2 0.6
C -24.203 4.625 7.580 0.4 -3.3 0.3
O -25.281 4.051 7.810 2.8 1.2 -0.4
C -24.119 6.010 7.105 0.3 3.2 -0.7
O -22.806 6.335 6.929 -2.6 -0.2 0.1
O -25.147 6.699 6.936 2.6 -1.3 0.5
O -27.717 8.161 6.992 -0.5 0.2 -0.1
C -28.755 8.773 7.163 1.4 1.3 -2.3
O -29.297 9.755 6.456 2.7 -1.1 -0.1
B -30.665 9.968 6.875 -0.1 1.6 -0.5
O -30.731 9.207 8.105 -0.9 -0.7 1.3
C -29.686 8.460 8.226 -2.1 -1.3 1.6
O -29.558 7.525 8.999 0.5 -0.1 0.2
O -31.481 9.506 5.771 -2.5 1.1 -0.7
C -32.357 10.506 5.391 -0.7 1.1 -1.5
O -33.181 10.570 4.469 2.8 -1.1 3.1
C -31.969 11.777 6.293 -1.3 4.3 -0.1
O -30.965 11.387 7.136 -1.7 0.3 -1.4
O -32.470 12.963 6.184 2.6 -6.2 0.7
Br -23.048 6.604 3.111 -0.1 -0.3 -0.1
C -22.136 4.945 2.630 0.8 -0.3 1.7
C -20.655 5.282 2.442 -0.6 0.3 -1.7
Br -19.807 3.757 1.558 0.0 0.1 0.1
H -22.690 4.454 1.830 0.5 0.4 -0.2
H -22.161 4.306 3.513 -0.5 0.0 0.0
H -20.029 5.552 3.292 -0.6 -0.3 0.2
H -20.647 6.107 1.730 0.5 -0.1 -0.1
Br -26.182 8.779 9.938 0.1 0.3 -0.2
C -24.683 10.035 9.657 -0.4 1.3 1.1
C -23.433 9.292 9.297 0.0 0.5 0.1
Br -21.822 10.488 9.263 -1.1 -0.6 -0.1
H -24.678 10.521 10.633 0.4 -0.2 0.0
H -24.996 10.833 8.983 0.0 -0.5 -0.4
H -23.651 8.894 8.306 0.9 -0.4 0.1
H -23.204 8.586 10.095 0.1 -0.2 -0.6
Br -27.907 0.502 3.132 -0.3 0.2 1.4
C -28.494 1.430 4.854 0.5 0.1 -0.6
C -27.439 1.290 5.953 -0.2 0.5 -1.1
Br -27.843 2.676 7.365 -0.4 -1.4 -0.8
H -29.474 1.060 5.156 0.2 -0.1 -0.3
H -28.544 2.452 4.476 -0.2 -0.1 0.4
H -26.465 1.564 5.546 0.0 0.0 0.4
H -27.411 0.285 6.375 0.0 0.4 0.4
Br -26.234 2.674 10.501 0.4 -0.8 0.5
C -24.754 1.347 10.686 0.9 0.3 -0.4
C -23.374 2.074 10.424 -1.0 -0.3 0.4
Br -21.842 1.030 10.987 -0.3 -0.2 0.1
H -24.946 0.515 10.010 0.0 0.4 -0.4
H -24.914 0.886 11.661 0.4 0.7 0.2
H -23.321 3.012 10.977 0.0 -0.2 0.0
H -23.153 2.264 9.374 -0.6 0.0 0.2
Br -16.077 4.571 2.502 0.0 0.0 0.3
C -15.963 3.937 4.350 0.3 -0.3 0.5
C -15.911 5.083 5.304 -0.4 0.5 0.5
Br -15.670 4.381 7.186 0.1 0.5 -1.4
H -14.993 3.456 4.476 -0.4 -0.6 -0.5
H -16.832 3.312 4.555 0.3 -0.1 -0.2
H -16.849 5.638 5.311 0.2 0.0 0.2
H -15.074 5.723 5.025 -0.1 0.1 0.5
Br -26.827 9.366 3.808 0.5 -0.1 0.2
C -25.179 9.038 4.839 0.6 0.0 -0.7
C -24.083 9.933 4.288 0.7 0.3 0.3
Br -22.341 9.601 5.207 -0.6 0.2 0.2
H -24.826 8.028 4.631 -0.6 -0.1 0.3
H -25.437 9.156 5.892 0.2 0.1 -0.2
H -24.265 11.004 4.384 -0.1 -0.2 0.0
H -23.770 9.686 3.274 -0.7 0.1 0.0
Br -24.007 0.622 7.471 0.9 0.0 -1.4
C -22.925 0.940 5.781 0.2 -0.1 -0.5
C -21.645 0.074 5.717 -0.6 0.4 0.3
Br -20.402 0.651 4.175 -1.4 -0.5 1.6
H -22.732 2.009 5.700 0.1 -0.1 0.5
H -23.598 0.702 4.957 0.0 -0.2 0.2
H -21.938 -0.971 5.618 0.3 0.1 -0.5
H -21.136 0.139 6.678 0.5 0.3 -0.4
```
Forces are in eV/Å.

Properties
E_tot = -1059894.7222 eV
Charge = -1
E_LUMO = 0.22 eV
HOMO level = -0.292 Ha



Among the records above, which one has the highest charge?
C18H48N2O3PtSi4



Which of these has the lowest E_tot?
C26H28B3BaBr14O24